[1]
C50H56N10O13 | ωB97M-V/def2-TZVPD

Each line ends with the Mulliken charge.
Element x y z (Å)
C  -3.496306  -1.992334  -4.868254  -1.451
C  -2.179007  -1.286949  -4.545936  -0.334
C  -2.131129  -0.719417  -3.114961  -1.124
C  -0.682376  -0.690341  -2.597927  -1.075
N  -0.316120  -2.098444  -2.350866  0.037
C  0.022117  -2.270838  -1.026786  -1.306
O  0.120855  -3.339182  -0.480524  -0.581
C  0.263837  -0.917254  -0.286211  2.323
C  1.794927  -1.026426  -0.006150  -2.825
C  2.838470  -1.404689  -1.093091  -0.442
N  2.560619  -0.982106  -2.462912  -0.232
N  3.157814  -2.845668  -1.102960  -0.292
N  4.073511  -0.697275  -0.691279  -0.783
N  -0.520647  -1.158167  0.920550  -0.566
C  -0.542047  -0.480047  1.998539  1.206
C  0.660033  -0.048400  2.826467  0.397
C  -1.857959  -0.192658  2.667417  -1.909
C  -0.352092  0.134433  -1.302041  1.887
C  -1.627157  0.811029  -0.714901  -1.362
C  -1.434599  2.079703  0.084214  0.068
O  -2.210561  2.994227  -0.014387  -0.687
O  -0.393851  2.214163  0.932100  -0.236
C  0.480158  1.336410  -1.839855  1.604
C  1.723329  1.771014  -1.388302  0.018
C  2.358378  2.883344  -1.921333  -1.243
C  1.765331  3.615085  -2.935430  -0.969
C  0.519691  3.206629  -3.392025  -0.790
C  -0.104379  2.093181  -2.858958  -0.865
H  -3.696164  -1.886028  -5.934757  0.388
H  -3.461891  -3.060575  -4.660863  0.310
H  -4.342247  -1.521661  -4.365184  0.370
H  -1.342193  -1.959042  -4.741147  0.351
H  -2.053486  -0.445430  -5.233146  0.345
H  -2.700304  -1.405210  -2.482972  0.319
H  -2.613018  0.254285  -3.158992  0.440
H  -0.068302  -0.418025  -3.455965  0.667
H  0.331435  -2.490470  -3.013836  0.475
H  2.159698  -0.150601  0.525470  0.997
H  1.846366  -1.823950  0.737167  0.947
H  2.463387  -1.797811  -3.056571  0.297
H  3.379500  -0.501043  -2.814328  0.317
H  3.168999  -3.203888  -0.155991  0.303
H  2.477524  -3.367603  -1.643998  0.493
H  4.824609  -1.193556  -1.164807  0.359
H  4.230592  -0.867801  0.298348  0.290
H  1.479409  -0.727455  2.594816  0.185
H  0.447927  -0.199439  3.878400  -0.909
H  1.032950  0.957239  2.626745  0.095
H  -1.945495  0.880338  2.840344  0.354
H  -1.853490  -0.662541  3.657007  0.458
H  -2.688693  -0.612489  2.108159  0.341
H  -2.175951  0.059563  -0.146397  0.732
H  -2.286196  1.135029  -1.509291  0.556
H  0.318559  1.590750  0.744151  -0.015
H  2.230327  1.259268  -0.592384  0.523
H  3.325683  3.180690  -1.537394  0.551
H  2.239763  4.493321  -3.350696  0.427
H  0.029449  3.781054  -4.167193  0.473
H  -1.079726  1.838916  -3.253715  0.229
O  0.015705  -1.998658  5.086300  -0.608
N  -0.162868  -2.451417  6.203755  1.017
O  -0.265013  -3.630209  6.459752  -0.612
C  -0.268311  -1.489969  7.314124  0.029
C  -0.159781  -0.142903  7.031309  0.320
C  -0.268131  0.769272  8.067718  -0.606
C  -0.486466  0.320813  9.363352  -0.453
C  -0.585219  -1.039967  9.627928  -0.419
C  -0.473990  -1.959519  8.597947  -0.550
H  0.016247  0.195464  6.022176  0.145
H  -0.180475  1.826890  7.862515  0.399
H  -0.576237  1.034085  10.171888  0.380
H  -0.749445  -1.385682  10.639097  0.378
H  -0.549037  -3.019026  8.791572  0.467
O  -5.671368  -2.170207  -7.332685  -0.596
N  -5.902704  -3.341486  -7.111490  1.030
O  -5.142792  -4.253747  -7.362269  -0.599
C  -7.195043  -3.677768  -6.490668  0.173
C  -8.092317  -2.661260  -6.222010  -0.351
C  -9.314097  -2.985437  -5.654766  -0.443
C  -9.617746  -4.308861  -5.363484  -0.413
C  -8.698102  -5.313513  -5.634185  -0.426
C  -7.474355  -5.000624  -6.203562  -0.376
H  -7.845075  -1.635960  -6.452276  0.441
H  -10.030560  -2.204163  -5.442059  0.370
H  -10.574724  -4.558223  -4.924657  0.375
H  -8.934769  -6.343055  -5.404157  0.371
H  -6.752536  -5.773522  -6.420354  0.447
O  2.452075  2.024419  5.769777  -0.593
N  3.380880  2.756889  5.483936  1.052
O  4.420129  2.817294  6.106884  -0.625
C  3.237120  3.618940  4.302618  0.100
C  2.055455  3.583956  3.586630  -0.033
C  1.922532  4.409117  2.483368  -0.565
C  2.963561  5.249701  2.112850  -0.879
C  4.145357  5.265040  2.841231  -0.614
C  4.289179  4.443727  3.946853  -0.468
H  1.250208  2.928250  3.882754  0.534
H  1.002684  4.397904  1.912587  0.632
H  2.851211  5.896960  1.254986  0.594
H  4.954077  5.920974  2.550544  0.408
H  5.202347  4.447845  4.522514  0.489
O  0.759356  7.142972  3.847852  -0.590
N  0.798688  7.745564  2.795716  1.085
O  1.822639  8.036669  2.207355  -0.638
C  -0.479379  8.146259  2.186115  0.187
C  -1.656386  7.850492  2.847787  -0.292
C  -2.856076  8.244175  2.278104  -0.517
C  -2.862712  8.918964  1.064598  -0.425
C  -1.668925  9.198860  0.412808  -0.517
C  -0.463350  8.811707  0.974509  -0.345
H  -1.639314  7.323973  3.790001  0.458
H  -3.786560  8.024875  2.782844  0.383
H  -3.801770  9.227919  0.625151  0.386
H  -1.676294  9.721427  -0.533621  0.378
H  0.470756  9.025662  0.477575  0.458
O  7.088658  -9.275314  -3.888215  -0.607
N  6.419288  -8.272088  -4.024807  1.006
O  6.071427  -7.812607  -5.093200  -0.606
C  6.000639  -7.558258  -2.805376  -0.017
C  6.410522  -8.038475  -1.575831  -0.474
C  6.030417  -7.352168  -0.433787  -0.432
C  5.250239  -6.207837  -0.536218  -0.508
C  4.841458  -5.745910  -1.780517  -0.014
C  5.218820  -6.424926  -2.928434  -0.426
H  7.016580  -8.929249  -1.508811  0.452
H  6.345741  -7.710216  0.536542  0.378
H  4.960066  -5.672715  0.358760  0.376
H  4.232706  -4.855609  -1.854202  0.356
H  4.910415  -6.075559  -3.902281  0.450

Atomic forces in eV per Å
C 0.128 0.271 -0.628
C -0.126 0.277 0.097
C 0.216 -0.603 -0.321
C -0.313 -1.102 -0.828
N 0.016 0.977 0.631
C -0.170 -0.287 0.007
O 0.481 -0.094 -0.050
C 0.799 -2.453 -0.198
C -0.107 0.276 0.222
C 1.113 0.120 0.185
N -0.225 -0.249 -0.029
N -0.101 0.297 -0.427
N -0.261 -0.236 0.026
N -1.681 2.556 -0.733
C 0.487 -0.437 0.411
C 0.585 -0.228 -0.724
C 0.209 -1.015 0.632
C 0.263 1.130 -0.143
C 0.128 -0.574 -0.156
C -0.399 0.483 -0.243
O 0.053 -0.271 0.250
O 0.196 0.051 0.140
C 0.348 -0.021 0.179
C -0.200 -0.072 0.232
C 0.035 0.195 -0.124
C -0.164 -0.185 0.115
C 0.107 0.195 -0.084
C -0.088 0.103 -0.040
H -0.034 -0.153 -0.020
H -0.075 0.024 0.296
H 0.019 -0.103 0.182
H -0.006 -0.084 0.094
H 0.084 -0.031 -0.049
H -0.121 0.291 0.252
H -0.059 0.014 0.230
H 0.187 0.704 0.327
H -0.267 -0.398 -0.068
H -0.075 0.110 -0.091
H -0.078 -0.077 -0.040
H -0.008 -0.008 -0.002
H -0.096 0.245 0.059
H -0.205 -0.176 -0.035
H -0.205 -0.135 0.355
H 0.099 0.101 0.003
H 0.030 0.129 0.028
H 0.036 0.040 0.078
H -0.106 0.357 0.030
H -0.219 0.127 0.192
H -0.059 0.071 -0.191
H -0.075 0.080 0.037
H -0.055 0.228 -0.139
H -0.045 0.194 0.238
H 0.054 -0.002 -0.063
H -0.124 -0.135 -0.116
H 0.136 -0.070 -0.028
H 0.016 -0.058 0.060
H 0.059 -0.008 -0.004
H -0.079 -0.069 -0.033
H 0.003 -0.099 0.034
O -0.038 -0.182 0.108
N -0.015 0.058 -0.031
O 0.018 -0.051 0.020
C -0.001 0.052 0.024
C 0.044 0.225 -0.069
C -0.041 -0.064 0.106
C 0.009 -0.023 -0.014
C 0.010 0.089 -0.041
C -0.044 -0.102 0.136
H 0.013 -0.048 -0.019
H 0.026 0.001 -0.019
H 0.009 0.001 0.007
H 0.000 -0.013 0.003
H 0.009 -0.020 -0.097
O -0.069 0.046 -0.072
N 0.043 -0.004 0.022
O 0.025 -0.025 0.002
C -0.092 -0.022 0.034
C -0.085 0.150 0.017
C 0.001 -0.093 0.014
C 0.019 0.004 -0.009
C -0.048 0.083 0.009
C 0.000 -0.175 0.017
H 0.087 -0.028 -0.044
H 0.005 0.013 0.001
H 0.000 0.000 0.009
H 0.011 -0.009 -0.001
H 0.063 0.067 -0.043
O -0.108 -0.038 0.009
N 0.051 -0.072 0.011
O 0.021 0.008 0.028
C 0.006 0.071 -0.068
C -0.164 -0.049 -0.036
C 0.008 0.075 -0.131
C 0.048 -0.106 -0.040
C -0.091 -0.040 -0.026
C 0.141 0.104 -0.011
H 0.035 0.003 0.097
H -0.008 -0.053 0.006
H 0.015 -0.001 -0.013
H 0.007 0.008 0.013
H -0.040 -0.062 0.069
O 0.002 0.016 0.050
N 0.023 -0.040 0.013
O -0.018 0.091 -0.009
C -0.083 0.026 -0.047
C -0.123 -0.054 0.112
C 0.021 0.047 -0.080
C 0.019 -0.004 0.011
C -0.068 -0.026 0.061
C 0.043 0.080 -0.146
H 0.100 -0.002 0.000
H 0.000 -0.016 0.007
H -0.004 -0.009 -0.007
H 0.012 -0.001 -0.008
H 0.052 -0.035 0.077
O 0.020 -0.028 0.005
N -0.013 -0.015 -0.007
O -0.014 0.011 -0.030
C -0.016 0.059 0.075
C 0.073 -0.086 0.133
C -0.049 0.080 -0.021
C 0.011 -0.011 -0.024
C 0.006 -0.104 0.036
C -0.083 0.124 -0.035
H 0.007 -0.007 -0.101
H 0.003 -0.015 0.000
H -0.010 -0.006 0.005
H 0.100 0.012 -0.011
H 0.054 -0.075 -0.047

Energy (eV): -94262.6754
SMILES: CCC[C@@H]1NC(=O)[C@](CC(N)(N)N)(N=C(C)C)[C@@]1(CC(=O)O)c1ccccc1.O=[N+]([O-])c1ccccc1.O=[N+]([O-])c1ccccc1.O=[N+]([O-])c1ccccc1.O=[N+]([O-])c1ccccc1.O=[N+]([O-])c1ccccc1
HOMO-LUMO gap (eV): 8.0
Strongest force on any atom (eV/A): 3.145


[2]
F6H20O10P | ωB97M-V/def2-TZVPD

Each line ends with the natural charge from an NBO analysis.
Element x y z (Å)
P  0.468505  -1.128786  -0.077160  2.585
F  1.282605  -2.517026  -0.320840  -0.590
F  -0.930675  -1.927136  -0.529470  -0.609
F  0.170645  -1.576266  1.466190  -0.598
F  -0.432335  0.204944  0.234300  -0.598
F  1.840135  -0.298156  0.337090  -0.595
F  0.705805  -0.770096  -1.681300  -0.595
O  1.107595  5.499594  0.431220  -0.937
H  0.721215  4.773474  0.920800  0.474
H  1.190885  6.204574  1.073320  0.463
O  0.774835  1.886684  5.680560  -0.941
H  1.700565  2.112564  5.771330  0.464
H  0.755475  1.228054  4.986260  0.477
O  3.885425  -1.143686  -7.029060  -0.939
H  3.612145  -0.269586  -7.307450  0.465
H  3.075115  -1.571866  -6.752870  0.474
O  -4.002685  1.923054  -3.194500  -0.941
H  -4.263335  2.787384  -2.876340  0.463
H  -3.212055  1.712784  -2.697580  0.478
O  -6.906475  -4.355636  -1.824110  -0.938
H  -7.665235  -3.837276  -1.556150  0.464
H  -6.166775  -3.949706  -1.372120  0.474
O  6.026625  -1.959456  4.170150  -0.937
H  6.555465  -2.056396  3.378210  0.468
H  5.677855  -1.069566  4.118400  0.468
O  -3.986425  3.995894  1.713480  -0.942
H  -4.605375  3.507444  2.256210  0.466
H  -3.360955  3.337484  1.410970  0.475
O  4.361645  3.272174  -1.851330  -0.946
H  4.146585  3.887434  -1.150300  0.467
H  3.902885  2.466654  -1.612780  0.479
O  0.096695  -4.275506  -5.853180  -0.944
H  0.129325  -3.933976  -4.959580  0.479
H  -0.734685  -4.747616  -5.899460  0.465
O  -2.254975  -2.438356  7.134730  -0.941
H  -2.268555  -2.121256  6.231690  0.473
H  -1.397505  -2.852826  7.230680  0.468

Atomic forces in eV per Å
P -1.007 -0.834 -0.558
F 0.179 0.654 0.337
F 0.753 0.620 0.233
F 0.658 0.126 -0.260
F 0.596 -0.111 -0.808
F -1.024 -0.802 -0.282
F -0.190 0.449 1.372
O 0.133 0.077 -0.214
H -0.121 -0.288 0.069
H 0.011 0.185 0.137
O -0.152 0.139 0.196
H 0.208 0.056 0.022
H -0.063 -0.209 -0.260
O 0.256 -0.073 -0.107
H -0.045 0.224 -0.024
H -0.215 -0.169 0.138
O -0.199 -0.057 -0.196
H -0.065 0.204 0.075
H 0.283 -0.174 0.135
O -0.076 -0.217 -0.132
H -0.184 0.122 0.040
H 0.276 0.096 0.086
O 0.072 -0.134 0.260
H 0.081 -0.068 -0.227
H -0.162 0.192 -0.036
O -0.056 0.287 -0.046
H -0.141 -0.115 0.135
H 0.222 -0.197 -0.104
O 0.264 0.106 -0.183
H -0.129 0.162 0.152
H -0.188 -0.290 0.033
O 0.161 -0.021 -0.264
H 0.051 0.155 0.311
H -0.193 -0.094 -0.014
O -0.195 -0.008 0.221
H -0.014 0.102 -0.260
H 0.212 -0.095 0.022

Energy (eV): -46401.6872
Energy relative to the best compared isomer or geometry (same formula, charge and spin) (kJ/mol): 234.1
HOMO-LUMO gap (eV): 11.0
Net charge: -1
Strongest force on any atom (eV/A): 1.456


Question: Among the records above, which one has the highest energy?
Answer: F6H20O10P


Question: HOMO-LUMO gap of number 1 (C50H56N10O13)?
Answer: 8.0 eV


Question: The lowest HOMO-LUMO gap belongs to which entry?
Answer: C50H56N10O13


Question: Which formula does entry 2 have?
Answer: F6H20O10P